The following is a DFT calculation (ωB97M-V/def2-TZVPD) of one molecule with the formula C5H7ClF2.

Geometry as XYZ:
```
15
Properties=species:S:1:pos:R:3:mulliken_charge:R:1
F -2.51 -1.78 0.34 -0.304
C -1.78 -0.78 -0.25 -0.113
C -0.32 -1.18 -0.24 -0.524
C 0.68 -0.33 0.03 0.573
Cl 2.35 -0.90 -0.11 -0.223
C 0.52 1.01 0.72 -0.953
C 0.13 2.25 -0.07 -0.206
F -1.19 2.27 -0.33 -0.280
H -2.14 -0.71 -1.26 0.209
H -1.92 0.23 0.26 0.138
H -0.16 -2.24 -0.48 0.370
H 1.50 1.21 1.16 0.399
H -0.24 1.00 1.50 0.343
H 0.68 2.38 -1.01 0.275
H 0.33 3.12 0.53 0.296
```

The value obtained for the energy is -854.60393 hartree. The value obtained for the LUMO energy is 0.780 eV. Its energy relative to the best compared isomer or geometry (same formula, charge and spin) is 16.9 kJ/mol. Its SMILES is FC/C=C(/Cl)CCF.


The following is a DFT calculation (ωB97M-V/def2-TZVPD) of a 5-piece molecular cluster, C30H47BF2N6O8 overall.

Geometry as XYZ:
```
94
Properties=species:S:1:pos:R:3:mulliken_charge:R:1
C 1.89 -5.36 -0.70 -1.048
C 2.75 -4.14 -0.35 -0.334
O 2.41 -3.07 -1.25 -0.068
B 3.19 -2.96 -2.35 0.351
O 4.01 -4.01 -2.79 -0.426
C 3.18 -1.61 -3.25 1.288
C 3.51 -2.10 -4.64 -0.772
N 3.81 -2.45 -5.70 -0.742
C 1.78 -0.95 -3.38 -1.420
C 0.74 -1.85 -4.14 -1.063
C -0.54 -1.91 -3.29 -0.051
C -1.43 -0.85 -3.34 -0.109
C -2.57 -0.90 -2.55 -0.703
C -2.77 -2.01 -1.77 -0.293
C -1.91 -3.10 -1.75 -1.128
C -0.76 -3.04 -2.53 0.040
C 4.33 -0.60 -2.87 1.912
C 4.59 0.21 -4.13 -0.558
N 4.74 0.86 -5.08 -0.591
C 5.70 -1.33 -2.61 -0.439
C 6.02 -1.54 -1.15 0.271
O 5.98 -2.62 -0.65 -0.472
F 6.42 -0.50 -0.40 -0.226
C 3.94 0.47 -1.80 -1.391
C 3.08 -0.02 -0.65 0.577
O 3.33 -0.82 0.19 -0.305
F 1.87 0.60 -0.57 -0.370
H 0.84 -5.03 -0.68 0.190
H 1.96 -6.16 0.06 0.450
H 2.06 -5.75 -1.71 0.193
H 3.82 -4.34 -0.28 0.356
H 2.43 -3.81 0.65 0.280
H 3.43 -4.58 -3.31 0.340
H 1.92 -0.02 -3.94 0.695
H 1.32 -0.72 -2.41 0.477
H 1.07 -2.89 -4.26 0.542
H 0.49 -1.41 -5.11 0.483
H -1.16 0.00 -3.98 0.402
H -3.25 -0.05 -2.60 0.426
H -3.65 -2.05 -1.14 0.461
H -2.09 -3.97 -1.13 0.415
H -0.05 -3.87 -2.53 0.374
H 6.46 -0.63 -3.00 0.581
H 5.80 -2.24 -3.22 0.315
H 4.82 0.98 -1.39 0.463
H 3.38 1.26 -2.33 0.640
C -3.86 2.84 1.09 -0.736
N -4.53 1.66 0.57 0.150
C -5.91 1.78 0.14 -0.723
C -3.93 0.47 0.48 0.192
O -4.46 -0.55 0.04 -0.700
H -4.39 3.21 1.96 0.234
H -3.84 3.62 0.33 0.289
H -2.84 2.60 1.37 0.326
H -6.54 1.10 0.72 0.317
H -5.99 1.51 -0.92 0.283
H -6.26 2.80 0.28 0.057
H -2.89 0.48 0.83 0.282
C -1.21 -1.95 4.62 -0.935
N -1.49 -0.58 4.23 0.115
C -1.82 0.40 5.25 -0.969
C -1.45 -0.19 2.94 0.346
O -1.67 0.95 2.55 -0.690
H -2.08 -2.36 5.13 0.355
H -0.35 -1.96 5.30 0.350
H -0.97 -2.56 3.75 0.278
H -2.81 0.81 5.05 0.291
H -1.10 1.21 5.22 0.303
H -1.81 -0.07 6.23 0.386
H -1.18 -1.00 2.24 0.214
C 5.26 -0.21 2.32 -0.845
N 5.17 -0.13 3.76 0.178
C 6.20 -0.75 4.57 -0.973
C 4.16 0.51 4.38 0.097
O 4.03 0.61 5.58 -0.617
H 5.26 -1.26 2.01 0.432
H 6.19 0.25 1.99 0.379
H 4.43 0.29 1.85 0.065
H 5.75 -1.50 5.23 0.306
H 6.68 0.00 5.20 0.308
H 6.94 -1.22 3.93 0.359
H 3.43 0.95 3.68 0.288
C -7.60 7.54 -0.80 -0.920
N -7.11 6.54 0.13 0.121
C -7.96 6.11 1.23 -0.930
C -5.88 6.00 0.01 0.098
O -5.41 5.16 0.75 -0.562
H -7.84 8.46 -0.25 0.337
H -8.51 7.17 -1.28 0.345
H -6.86 7.76 -1.56 0.290
H -7.46 6.31 2.18 0.303
H -8.13 5.03 1.15 0.258
H -8.91 6.63 1.19 0.382
H -5.32 6.39 -0.85 0.278
```

The value obtained for the energy is -2326.45061 hartree. The value obtained for the LUMO energy is 0.320 eV. Its energy relative to the best compared isomer or geometry (same formula, charge and spin) is 57.1 kJ/mol. Its SMILES is CCOB(O)[C@@](C#N)(CCc1ccccc1)C(C#N)(CC(=O)F)CC(=O)F.CN(C)C=O.CN(C)C=O.CN(C)C=O.CN(C)C=O.


The following is a DFT calculation (ωB97M-V/def2-TZVPD) of a 7-piece molecular cluster, C35H35N7 overall.

Geometry as XYZ:
```
77
Properties=species:S:1:pos:R:3:mulliken_charge:R:1
C -15.87 20.10 19.83 -0.191
C -15.69 19.04 20.78 -0.072
C -14.45 18.81 21.30 -0.422
N -13.37 19.56 20.94 -0.553
C -13.63 20.64 20.16 -0.219
C -14.84 20.90 19.51 -0.586
H -16.90 20.15 19.49 0.485
H -16.57 18.46 21.01 0.410
H -14.30 17.97 21.96 0.384
H -12.74 21.19 19.90 0.355
H -15.04 21.75 18.88 0.398
C -19.01 18.00 17.50 -0.418
C -18.91 17.36 18.77 -0.140
C -18.54 16.02 18.81 -0.545
N -18.15 15.31 17.72 -0.323
C -18.39 15.91 16.48 -0.256
C -18.75 17.26 16.41 -0.649
H -19.34 19.02 17.33 0.705
H -19.08 17.85 19.71 0.354
H -18.45 15.50 19.74 0.407
H -18.38 15.23 15.65 0.462
H -19.03 17.69 15.46 0.368
C -17.89 15.53 13.05 -0.218
C -18.52 14.27 13.27 -0.378
C -19.93 14.13 13.08 -0.239
N -20.68 15.18 12.63 -0.597
C -20.08 16.38 12.47 -0.194
C -18.67 16.59 12.58 -0.347
H -16.83 15.69 13.21 0.368
H -17.90 13.49 13.69 0.442
H -20.43 13.19 13.26 0.395
H -20.68 17.12 11.96 0.387
H -18.22 17.57 12.50 0.414
C -17.99 18.89 23.67 -0.280
C -19.01 17.99 23.22 -0.282
C -19.86 18.41 22.19 -0.419
N -19.79 19.60 21.56 -0.495
C -18.83 20.48 21.99 -0.160
C -17.88 20.13 22.99 -0.475
H -17.38 18.54 24.49 0.409
H -18.94 17.09 23.81 0.379
H -20.71 17.87 21.80 0.476
H -18.93 21.50 21.64 0.439
H -17.19 20.92 23.24 0.409
C -23.19 21.43 15.48 -0.191
C -22.87 21.61 14.10 -0.411
C -22.19 20.62 13.39 -0.191
N -21.90 19.38 13.94 -0.326
C -22.15 19.30 15.26 -0.265
C -22.83 20.22 16.00 -0.675
H -23.80 22.17 15.98 0.409
H -23.01 22.54 13.56 0.366
H -21.94 20.80 12.35 0.357
H -21.70 18.42 15.71 0.579
H -22.97 20.06 17.06 0.360
C -14.56 11.09 19.58 -0.242
C -15.17 12.09 18.83 -0.384
C -16.48 11.83 18.43 -0.297
N -17.08 10.61 18.64 -0.499
C -16.50 9.69 19.42 -0.181
C -15.21 9.85 19.85 -0.322
H -13.53 11.21 19.87 0.338
H -14.58 12.98 18.70 0.372
H -17.01 12.58 17.86 0.542
H -16.79 8.65 19.51 0.320
H -14.79 9.11 20.51 0.353
C -18.80 23.98 17.50 -0.410
C -19.50 22.80 17.43 -0.530
C -19.78 22.23 16.12 -0.016
N -19.32 22.77 14.96 -0.469
C -18.54 23.92 15.12 -0.226
C -18.25 24.54 16.35 -0.451
H -18.63 24.55 18.40 0.413
H -19.99 22.28 18.24 0.459
H -20.33 21.30 16.09 0.447
H -18.18 24.31 14.18 0.395
H -17.76 25.50 16.22 0.388
```

The value obtained for the energy is -1737.84568 hartree. The value obtained for the LUMO energy is 0.402 eV. Its energy relative to the best compared isomer or geometry (same formula, charge and spin) is 298.7 kJ/mol. Its SMILES is c1ccncc1.c1ccncc1.c1ccncc1.c1ccncc1.c1ccncc1.c1ccncc1.c1ccncc1.


Question: Which formula does entry 2 have?
Answer: C30H47BF2N6O8